(1)
A 2-piece molecular cluster, C2HCl2O3 overall, computed with ωB97M-V with the def2-TZVPD basis set.

Structure (XYZ):
```
8
Properties=species:S:1:pos:R:3:forces:R:3:lowdin_charge:R:1
C -1.22627 -0.20851 -2.12520 -0.021 0.199 -0.108 -0.47
C 0.85142 -0.11351 1.42542 0.298 -0.251 0.414 -1.19
O -0.93882 0.88360 -2.30117 0.454 1.642 -0.181 0.18
O -1.55972 -1.29959 -2.03301 -0.435 -1.796 0.331 0.20
O 0.74303 -1.29210 1.21483 0.030 -0.702 0.038 -0.19
Cl 1.61706 0.88068 -0.05029 0.524 0.464 -0.595 0.25
Cl -0.86980 0.81719 1.59515 -0.798 0.424 0.184 0.20
H 1.38310 0.33224 2.27426 -0.051 0.020 -0.082 0.03
```
Positions in Å, forces in eV/Å.

The highest occupied orbital energy is -5.0 eV. For the energy above the lowest of the compared OMol25 structures with the same formula, charge and spin, the calculation gives 0.0 kJ/mol. For the LUMO energy, the calculation gives 3.45 eV. The frontier orbital gap is 8.5 eV. The net charge is -1.

=====

(2)
C2HCl2O6PdSSe2Te2 as an isolated structure, computed with ωB97M-V with the def2-TZVPD basis set.

Structure (XYZ):
```
17
Properties=species:S:1:pos:R:3:forces:R:3:lowdin_charge:R:1
Pd -0.17448 0.88918 0.26548 0.424 -0.346 1.080 0.40
Se 2.35227 0.76806 0.13684 -0.144 0.009 0.924 0.68
Te 1.35307 4.15186 -3.31607 -0.121 0.295 0.399 0.04
Te 0.49341 2.20593 -1.81835 0.300 0.101 -2.168 0.18
Se -1.85905 2.26274 -1.23103 -0.026 0.196 0.219 0.00
Cl -1.39941 -2.85974 -2.95557 -0.003 0.043 0.029 0.58
C -1.18925 -2.88506 -1.18681 0.088 -0.087 -0.136 -1.00
Cl 0.27179 -3.78886 -0.74344 -0.021 0.031 0.014 0.59
C -1.15913 -1.46096 -0.62253 -0.268 0.072 -0.113 -0.79
O -2.07724 -1.11548 0.10022 0.073 -0.188 0.078 0.02
O -0.15439 -0.74408 -0.98323 -0.216 0.366 0.286 -0.28
H -2.03990 -3.40939 -0.77153 -0.002 0.029 0.020 0.06
O 0.31418 2.26641 1.95824 -0.446 -0.514 -0.352 -0.43
S 1.03680 1.19006 2.71279 0.479 -0.632 -0.485 0.33
O 1.35413 1.45657 4.07583 -0.039 0.409 -0.105 -0.27
O 0.40183 -0.09653 2.43194 0.070 0.331 0.303 -0.37
O 2.47537 1.16929 1.94722 -0.147 -0.114 0.007 -0.74
```
Positions in Å, forces in eV/Å.

The highest occupied orbital energy (alpha / beta) is -5.4 / -5.4 eV. For the LUMO energy (alpha / beta), the calculation gives -0.05 / 0.13 eV. The frontier orbital gap (alpha / beta) is 5.3 / 5.5 eV. The net charge is -1.

=====

What is the formula in the second record?
C2HCl2O6PdSSe2Te2

=====

What is the net charge in the second record?
-1

=====

Which value of net charge does entry 2 give?
-1